# C36H78N4O5

A cluster of 5 separate species, C36H78N4O5 in total in a non-equilibrium geometry (the ωB97M-V functional and the def2-TZVPD basis, the Open Molecules 2025 dataset).

Properties
**Relative energy (zero: lowest compared OMol25 entry of this formula, charge and spin)**: 5.144 eV
**Net charge**: 0
**Total energy**: -2013.37718 hartree
**E_LUMO**: 0.29 eV
**Structure (SMILES)**: CC1(C)CCCC(C)(C)N1O.CC1(C)CCCC(C)(C)N1O.CC1(C)CCCC(C)(C)N1O.CC1(C)CCCC(C)(C)N1O.O

Positions of all 123 atoms, in Å:
O 0.7652 -1.5924 -0.8018
H 1.3891 -1.8429 -1.4832
H 1.3115 -1.3054 -0.0700
C 1.9426 4.3452 6.7567
C 0.7685 3.3880 6.5029
C 0.5437 3.3326 4.9515
C 1.4930 2.3613 4.1725
C 1.3319 1.0928 4.9385
C 1.7170 1.0575 6.4535
N 0.8217 2.0572 7.0435
O 0.9785 2.0585 8.4300
C 1.3011 -0.2933 6.9084
C 3.2196 1.2677 6.6178
C -0.5116 4.1791 7.0454
H 2.9072 4.0327 6.3566
H 2.0340 4.3078 7.8422
H 1.8466 5.4045 6.5184
H -0.4756 3.0494 4.6889
H 0.7023 4.2189 4.3373
H 2.5454 2.6420 4.1305
H 1.3012 2.1340 3.1239
H 1.9367 0.3554 4.4108
H 0.3441 0.6804 4.7329
H 0.2565 -0.4231 6.6255
H 1.9057 -1.0712 6.4422
H 1.4872 -0.3210 7.9821
H 3.6588 0.3326 6.2701
H 3.5549 2.0740 5.9654
H 3.5039 1.4844 7.6475
H -0.7700 5.0920 6.5088
H -0.4419 4.3788 8.1147
H -1.4645 3.6515 7.0046
H 0.3740 1.3960 8.7725
C 5.6584 -1.5000 0.0946
C 6.0006 -3.0051 -0.1183
C 5.9148 -3.6400 1.2902
C 6.1089 -5.1641 1.2059
C 4.9474 -5.7358 0.2720
C 4.9222 -5.0809 -1.1763
N 4.9782 -3.6301 -0.9740
O 4.6937 -2.8472 -2.1478
C 6.1187 -5.5739 -2.0286
C 3.5989 -5.5562 -1.8076
C 7.4365 -2.9967 -0.6837
H 6.2011 -1.1136 0.9573
H 4.5710 -1.4267 0.1131
H 5.9287 -0.8666 -0.7503
H 6.7884 -3.3245 1.8606
H 5.0710 -3.2609 1.8668
H 5.9761 -5.5146 2.2294
H 7.1217 -5.4294 0.9025
H 4.0363 -5.4228 0.7818
H 5.0614 -6.8180 0.2088
H 6.9363 -6.0432 -1.4815
H 5.6749 -6.4210 -2.5517
H 6.4774 -4.8854 -2.7937
H 3.5153 -5.1068 -2.7972
H 3.5665 -6.6457 -1.8001
H 2.7605 -5.2310 -1.1916
H 7.4862 -2.3773 -1.5793
H 7.8133 -3.9485 -1.0583
H 8.2014 -2.6196 -0.0048
H 5.5389 -2.9976 -2.5775
C -0.4684 2.6284 -5.6139
C 0.5996 2.3486 -6.6436
C 1.3541 1.0208 -6.1878
C 0.6193 -0.2660 -6.5436
C 0.0772 -0.2716 -7.9747
C -0.7838 0.9203 -8.3271
N -0.0649 2.1699 -7.9938
O -0.2861 3.3381 -8.6425
C -0.9561 0.8227 -9.9124
C -2.1826 0.8256 -7.6701
C 1.7402 3.4907 -6.6192
H -1.0716 1.8088 -5.2234
H -1.1467 3.4181 -5.9371
H -0.0203 3.0602 -4.7189
H 2.2830 1.0211 -6.7582
H 1.6194 0.8669 -5.1418
H -0.2689 -0.3835 -5.9228
H 1.2587 -1.1208 -6.3229
H -0.5209 -1.1826 -7.9517
H 0.9743 -0.2936 -8.5935
H -1.4694 1.7022 -10.3012
H -0.0098 0.8839 -10.4499
H -1.4957 -0.0627 -10.2485
H -2.6291 1.8166 -7.7527
H -2.7401 0.0130 -8.1357
H -2.2573 0.5074 -6.6303
H 1.3356 4.4878 -6.7929
H 2.4998 3.3800 -7.3931
H 2.2199 3.7788 -5.6838
H -1.0945 3.6501 -8.2295
C -8.2272 2.8569 2.5398
C -7.7582 1.3959 2.3244
C -8.8602 0.6141 1.5787
C -8.3425 -0.7645 0.9613
C -7.0174 -0.5977 0.2033
C -5.8957 0.1344 0.9824
N -6.4492 1.3712 1.5931
O -5.4675 2.1896 2.2617
C -5.2710 -0.8606 2.0219
C -4.8594 0.5482 -0.0369
C -7.6271 0.7160 3.6918
H -7.6454 3.3157 3.3393
H -9.2598 2.8157 2.8863
H -8.1198 3.4216 1.6137
H -9.7319 0.4900 2.2214
H -9.3803 1.2031 0.8232
H -9.1235 -1.1180 0.2881
H -8.1835 -1.5086 1.7417
H -7.3999 -0.1042 -0.6902
H -6.7621 -1.6078 -0.1170
H -4.5667 -1.5257 1.5223
H -4.7305 -0.3337 2.8083
H -6.0169 -1.5630 2.3940
H -4.1268 1.2248 0.4030
H -4.2560 -0.2760 -0.4172
H -5.2344 0.9441 -0.9807
H -6.7120 0.9849 4.2193
H -7.6052 -0.3669 3.5696
H -8.5067 0.9708 4.2829
H -5.3609 1.7090 3.0859

=====

# C5H10N3OS

A cluster of 2 separate species, C5H10N3OS in total in a non-equilibrium geometry (the ωB97M-V functional and the def2-TZVPD basis, the Open Molecules 2025 dataset).

Properties
**Relative energy (zero: lowest compared OMol25 entry of this formula, charge and spin)**: 5.731 eV
**Net charge**: +1
**Total energy**: -833.73647 hartree
**E_LUMO (spin up / spin down)**: -6.21 / -7.14 eV

Positions of all 20 atoms, in Å:
C -0.4558 0.1689 -0.2772
C -0.7397 -2.1847 -0.5103
C -1.4413 -1.6007 0.7445
C 0.1363 2.6501 0.2665
C 0.0075 1.4442 -0.6289
N -0.3757 -0.8743 -1.1033
N -1.0173 -0.2374 0.8707
N 3.2241 0.2378 0.2448
O 2.2965 0.9218 -0.1359
S 3.8823 -1.1248 0.2589
H 0.0712 -2.9651 -0.4193
H -1.4874 -2.6578 -1.1717
H -2.5648 -1.4730 0.8058
H -1.0451 -2.0326 1.6240
H 0.5498 2.5198 1.3399
H -0.8670 3.1574 0.2471
H 0.9796 3.1335 -0.2056
H 0.0619 1.6011 -1.6469
H 0.2324 -0.9537 -1.9115
H -1.4476 0.2697 1.6083

=====

# C3H9S2

A cluster of 2 separate species, C3H9S2 in total in a non-equilibrium geometry (the ωB97M-V functional and the def2-TZVPD basis, the Open Molecules 2025 dataset).

Properties
**Relative energy (zero: lowest compared OMol25 entry of this formula, charge and spin)**: 2.438 eV
**Net charge**: -1
**Total energy**: -916.02500 hartree
**E_LUMO**: 3.38 eV

Positions of all 14 atoms, in Å:
C -2.5507 -0.4848 -1.6252
S -1.6693 -0.2754 0.0807
H -3.1130 -1.3802 -1.4796
H -2.6373 0.6452 -1.9764
H -1.8319 -0.7414 -2.3862
C 1.1115 0.7110 2.0882
S 2.4071 0.7759 0.8753
C 1.5366 -0.1425 -0.5042
H 0.9070 -0.4335 2.3769
H 0.1685 1.1442 1.6406
H 1.3660 1.2435 3.0121
H 1.3904 -1.2129 0.0946
H 0.6711 0.4165 -0.8310
H 2.2440 -0.2656 -1.3658

=====

# C9H14BNO4

The molecule C9H14BNO4 in a non-equilibrium geometry (the ωB97M-V functional and the def2-TZVPD basis, the Open Molecules 2025 dataset).

Properties
**Relative energy (zero: lowest compared OMol25 entry of this formula, charge and spin)**: 0.000 eV
**Net charge**: 0
**Total energy**: -732.00700 hartree
**E_LUMO**: 0.64 eV
**Structure (SMILES)**: CC(C)(C)OC(=O)c1cccn1B(O)O

Positions of all 29 atoms, in Å:
B 0.9219 2.1174 2.4851
C 0.5868 -1.2116 4.1635
C 0.2940 -1.4218 2.7929
C 0.8600 0.1319 4.2553
C 0.3611 0.2589 0.7377
C 0.5813 -0.2043 2.0942
C 0.5470 0.4086 -2.0949
C -0.7453 -1.6823 -2.1201
C -1.8316 0.4659 -1.4783
C -0.5523 -0.4111 -1.4163
N 0.9325 0.7254 3.0489
O 0.6918 1.3966 0.4565
O -0.2358 2.8179 2.8375
O 2.1210 2.7958 2.2071
O -0.1742 -0.7165 -0.0385
H 0.5000 -1.8235 4.9802
H 0.0157 -2.4780 2.3099
H 1.1862 0.6755 5.1551
H 0.2921 1.4639 -1.8101
H 1.5563 0.0810 -2.0703
H 0.3613 0.3822 -3.2412
H 0.2208 -2.2450 -2.3135
H -1.1944 -1.6944 -3.2007
H -1.4069 -2.4950 -1.6489
H -2.5453 -0.0903 -0.7379
H -1.6635 1.4426 -1.0484
H -2.1571 0.2870 -2.4976
H -0.2401 3.6570 2.3258
H 2.8108 2.1714 2.1850

=====

# C44H53GeNO2PRuSeTe

A structure of composition C44H53GeNO2PRuSeTe in a non-equilibrium geometry (the ωB97M-V functional and the def2-TZVPD basis, the Open Molecules 2025 dataset).

Properties
**Relative energy (zero: lowest compared OMol25 entry of this formula, charge and spin)**: 1.501 eV
**2S+1**: 2
**Net charge**: +2
**Total energy**: -7095.71828 hartree
**E_LUMO (spin up / spin down)**: -6.70 / -6.73 eV

Positions of all 105 atoms, in Å:
Ru -0.2280 0.4197 1.5667
O 0.3142 1.3960 3.9609
C -0.1484 0.3610 3.5591
C -0.6630 -0.7728 4.3678
C -0.3883 -0.8970 5.7243
C -0.9272 -1.9708 6.4164
C -1.7308 -2.8992 5.7604
C -2.0125 -2.7667 4.4055
C -1.4746 -1.6948 3.7085
P -1.7731 -1.3012 1.9710
C -2.0670 -2.8713 1.1487
C -1.0311 -3.8089 1.1459
C -1.2329 -5.0559 0.5818
C -2.4555 -5.3615 -0.0050
C -3.4817 -4.4282 -0.0121
C -3.2940 -3.1790 0.5654
C -3.3306 -0.3922 1.9257
C -4.2026 -0.3573 3.0134
C -5.3917 0.3481 2.9170
C -5.7163 1.0137 1.7420
C -4.8464 0.9935 0.6606
C -3.6476 0.3029 0.7529
H 0.2366 -0.1650 6.2194
H -0.7171 -2.0906 7.4709
H -2.1461 -3.7320 6.3127
H -2.6499 -3.4845 3.9031
H -0.0704 -3.5642 1.5869
H -0.4384 -5.7892 0.5965
H -2.6076 -6.3296 -0.4645
H -4.4360 -4.6731 -0.4591
H -4.1014 -2.4586 0.5630
H -3.9624 -0.8867 3.9262
H -6.0688 0.3753 3.7603
H -6.6535 1.5509 1.6709
H -5.1077 1.5071 -0.2563
H -2.9750 0.2650 -0.0974
C 2.8495 0.0437 2.8926
C 2.6259 0.3250 1.4348
O 3.5787 0.3708 0.6792
N 1.3419 0.5195 0.8628
Te 2.3971 0.7054 -1.7521
C 3.5551 0.7791 -3.5198
C 4.9166 1.0812 -3.4332
C 5.6222 1.4609 -2.1525
C 5.6708 1.0327 -4.6030
C 5.1002 0.7479 -5.8340
C 5.9234 0.7377 -7.0924
C 3.7281 0.5140 -5.8882
C 2.9328 0.5363 -4.7540
C 1.4520 0.2919 -4.9036
C 2.0041 -1.3484 -1.8438
C 3.0697 -2.2569 -1.8778
C 4.5198 -1.8487 -1.8370
C 2.7648 -3.6112 -1.9591
C 1.4580 -4.0775 -1.9697
C 1.1686 -5.5535 -2.0133
C 0.4242 -3.1475 -1.9159
C 0.6696 -1.7828 -1.8674
C -0.5117 -0.8462 -1.9049
H 3.8898 -0.2373 3.0275
H 2.2055 -0.7656 3.2387
H 2.6286 0.9340 3.4779
H 4.9418 1.5914 -1.3092
H 6.1610 2.3980 -2.2913
H 6.3567 0.7041 -1.8720
H 6.7334 1.2439 -4.5449
H 6.9652 0.9754 -6.8871
H 5.5385 1.4656 -7.8075
H 5.8848 -0.2414 -7.5723
H 3.2597 0.3216 -6.8485
H 1.0855 0.7471 -5.8224
H 0.8830 0.7203 -4.0773
H 1.2344 -0.7783 -4.9495
H 4.6763 -0.9398 -1.2578
H 4.8990 -1.6836 -2.8479
H 5.1181 -2.6358 -1.3807
H 3.5812 -4.3237 -2.0108
H 1.9812 -6.0996 -2.4895
H 0.2446 -5.7609 -2.5523
H 1.0639 -5.9479 -0.9999
H -0.6037 -3.4939 -1.9374
H -1.4172 -1.3713 -1.6013
H -0.6785 -0.4718 -2.9167
H -0.3800 0.0248 -1.2600
C -4.3505 5.8806 -0.0821
Ge -3.3035 5.1279 1.3574
C -2.0625 6.3741 2.1768
C -4.3623 4.2723 2.7421
C -2.2294 3.6827 0.4665
Se -1.1327 2.7512 1.7697
C 0.4782 3.8280 1.7357
H -5.0355 6.6319 0.3129
H -4.9390 5.1085 -0.5786
H -3.7083 6.3618 -0.8200
H -2.6163 7.2378 2.5481
H -1.3138 6.7411 1.4735
H -1.5664 5.9131 3.0326
H -4.6626 5.0195 3.4781
H -3.7838 3.5040 3.2574
H -5.2647 3.8185 2.3339
H -1.5849 4.0870 -0.3146
H -2.9088 2.9567 0.0238
H 1.0875 3.5097 2.5755
H 0.1706 4.8623 1.8506
H 1.0016 3.6800 0.7958

=====

# C19H30BrN5O2P

The ion C19H30BrN5O2P with charge +1 (the ωB97M-V functional and the def2-TZVPD basis, the Open Molecules 2025 dataset).

Properties
**Net charge**: +1
**Total energy**: -4081.38150 hartree
**E_LUMO**: -4.43 eV
**Structure (SMILES)**: CCCN[n+]1nc(N)c(C[C@@H](C)OCc2ccccc2)c(P(O)Br)c1CCN

Positions of all 58 atoms, in Å:
C 2.3161 -0.8949 2.6466
C 3.0487 -2.1509 2.1553
C 2.5921 -2.6599 0.7917
N 3.1952 -1.9701 -0.3753
N 2.4121 -0.9064 -0.8457
N 2.7562 0.2733 -0.3491
C 2.0452 1.3246 -0.6858
N 2.4264 2.5133 -0.1071
C 0.9011 1.2375 -1.5567
C 0.0915 2.4740 -1.7911
C -0.6747 2.9933 -0.5363
C -1.2212 4.3778 -0.8315
O -1.7412 2.1595 -0.1732
C -1.3794 1.0298 0.6114
C -2.5239 0.5913 1.4697
C -2.4100 0.6153 2.8486
C -3.4527 0.1809 3.6519
C -4.6206 -0.2781 3.0717
C -4.7441 -0.2956 1.6919
C -3.7003 0.1342 0.8933
C 0.6557 0.0020 -2.1285
P -0.6446 -0.4100 -3.4456
O -0.1753 0.7160 -4.5340
Br -2.5218 0.4930 -2.7009
C 1.4570 -1.1179 -1.7471
C 1.2956 -2.4947 -2.3064
C 0.3202 -3.4326 -1.5564
N -0.8560 -2.8346 -0.9377
H 2.1964 -0.9290 3.7281
H 1.3100 -0.8329 2.2264
H 2.8552 0.0209 2.4151
H 2.8697 -2.9598 2.8631
H 4.1266 -1.9774 2.1316
H 1.5074 -2.5673 0.7228
H 2.8269 -3.7182 0.6875
H 4.0648 -1.5278 -0.0954
H 2.4535 3.2947 -0.7491
H 3.2985 2.4311 0.3993
H 0.7552 3.2895 -2.0962
H -0.6058 2.3289 -2.6060
H 0.0432 3.0697 0.2815
H -1.8220 4.7191 0.0077
H -1.8621 4.3571 -1.7135
H -0.4084 5.0796 -1.0119
H -1.0879 0.2031 -0.0523
H -0.5107 1.2651 1.2369
H -1.4902 0.9722 3.2967
H -3.3429 0.2134 4.7267
H -5.4350 -0.6167 3.6959
H -5.6564 -0.6617 1.2420
H -3.8120 0.1149 -0.1837
H 0.7243 1.0354 -4.4065
H 2.2803 -2.9622 -2.2916
H 1.0106 -2.4143 -3.3519
H -0.0101 -4.1720 -2.2871
H 0.8674 -3.9754 -0.7906
H -0.8248 -2.7947 0.0684
H -1.1686 -1.9555 -1.3179

=====

# C4H7NO2

The molecule C4H7NO2 in a non-equilibrium geometry (the ωB97M-V functional and the def2-TZVPD basis, the Open Molecules 2025 dataset).

Properties
**Relative energy (zero: lowest compared OMol25 entry of this formula, charge and spin)**: 3.740 eV
**Net charge**: 0
**Total energy**: -361.74342 hartree
**E_LUMO**: 0.29 eV
**Structure (SMILES)**: C=C/C(O)=N/CO

Positions of all 14 atoms, in Å:
C -2.7218 0.2742 -0.1059
C -1.7394 -0.5948 0.1050
C -0.4428 -0.0327 0.2555
C 1.9896 -0.5059 0.2042
N 0.6636 -1.0684 0.1543
O -0.3013 1.2921 0.2942
O 2.2580 0.8380 -0.1527
H -3.8035 -0.0051 -0.2866
H -2.5263 1.3044 -0.3537
H -1.9359 -1.7507 0.1147
H 2.5923 -1.3391 -0.4255
H 2.5113 -0.6483 1.1695
H 0.7082 1.4549 0.0503
H 2.7481 0.7815 -1.0234

=====

# C9H9NSi

A structure of composition C9H9NSi in a non-equilibrium geometry (the ωB97M-V functional and the def2-TZVPD basis, the Open Molecules 2025 dataset).

Properties
**2S+1**: 3
**Net charge**: 0
**Total energy**: -692.34568 hartree
**E_LUMO (spin up / spin down)**: 0.46 / -3.44 eV

Positions of all 20 atoms, in Å:
C -0.1631 0.4692 3.4434
C 0.8918 1.0985 2.7548
C -0.9548 -0.4294 2.7566
C 1.0572 0.8624 1.4045
C -0.7661 -0.6872 1.4489
C 0.2802 -0.1193 0.7394
C -0.5050 0.3796 -3.4284
C 0.5638 0.6972 -2.6552
C -1.0307 -0.9580 -3.2086
N -0.3864 -1.7365 -2.4519
Si 0.8952 -0.8847 -1.5822
H -0.3555 0.5062 4.5149
H 1.3801 2.1140 3.1162
H -1.8227 -0.7979 3.2699
H 1.9063 1.5302 0.8954
H -1.4900 -1.4202 0.8544
H -1.1491 0.8682 -4.1922
H 1.2389 1.5189 -2.5208
H -1.6973 -1.3986 -3.9238
H 2.1072 -1.6127 -1.2355